No. 1
Formula: C4H10O
Source: the Open Molecules 2025 dataset
Level of theory: ωB97M-V/def2-TZVPD

```
15
Properties=species:S:1:pos:R:3:nbo_charge:R:1
O -3.0697 0.4191 -0.3513 -0.731
C 2.8742 -0.4763 -0.3263 -0.167
C -3.3504 0.3515 1.0489 -0.246
C 1.9398 -0.3950 0.8587 -0.656
C 2.5999 -0.1058 -1.5458 -0.404
H -2.9718 -0.6179 1.3570 0.184
H -3.3294 1.2756 -0.7126 0.463
H 1.5261 0.6147 0.8451 0.218
H 1.8041 0.5543 -1.8781 0.190
H 3.2670 -0.3073 -2.3790 0.193
H -2.7963 1.1234 1.5802 0.165
H -4.4301 0.3983 1.1762 0.167
H 3.7801 -1.0126 -0.1337 0.189
H 1.0859 -1.0592 0.7129 0.223
H 2.4170 -0.6855 1.7889 0.214
```

Output
relative energy (zero: lowest compared OMol25 entry of this formula, charge and spin) = 39.5 kcal/mol
charge = 0
SMILES string = C=CC.CO
maximum force = 2.16 eV/Å
HOMO = -9.5611 eV
HOMO-LUMO gap = 0.385 hartree
DFT total energy = -233.58208 a.u.

No. 2
Formula: C7H15O3
Source: the Open Molecules 2025 dataset
Level of theory: ωB97M-V/def2-TZVPD

```
25
Properties=species:S:1:pos:R:3:nbo_charge:R:1
O -2.7180 -2.3464 -0.6092 -0.546
O -0.3560 1.8286 -0.1246 -0.492
O 1.4966 0.4592 -0.3262 -0.461
C -1.7365 1.6307 -0.6869 -0.295
C 2.6419 0.8759 0.4976 -0.121
C 2.1158 1.9488 1.4293 -0.333
C 1.6150 -0.8356 -1.0015 -0.282
C 0.1414 0.9723 0.6542 0.696
C -0.5040 -0.1290 1.4323 -0.791
C -3.1492 -3.2434 -1.2953 0.288
H 1.7168 2.8906 0.9991 0.225
H -1.7262 0.6209 -1.2554 0.202
H -1.9112 2.4333 -1.4544 0.248
H 0.1492 -0.8665 1.9192 0.271
H -3.4621 -3.0492 -2.3910 0.128
H -2.4888 1.4100 0.0948 0.224
H -0.9175 0.3138 2.3070 0.283
H 2.5783 -0.7876 -1.6251 0.241
H 0.6097 -0.7693 -1.6031 0.224
H 1.5458 -1.6958 -0.2313 0.212
H 2.9125 0.0035 1.0386 0.204
H -1.2930 -0.7022 0.8378 0.271
H -3.0083 -4.2386 -0.9119 0.133
H 3.3463 1.2651 -0.2019 0.229
H 2.4016 2.0109 2.5078 0.242
```

Output
relative energy (zero: lowest compared OMol25 entry of this formula, charge and spin) = 60.1 kcal/mol
charge = +1
maximum force = 4.51 eV/Å
HOMO = -12.6511 eV
HOMO-LUMO gap = 0.329 hartree
DFT total energy = -500.95568 a.u.

No. 3
Formula: C4H4Cl2O2
Source: the Open Molecules 2025 dataset
Level of theory: ωB97M-V/def2-TZVPD

```
12
Properties=species:S:1:pos:R:3:nbo_charge:R:1
Cl 1.7861 1.0066 -0.7848 0.042
Cl -1.0541 1.7894 -0.7483 0.036
O -0.2344 -1.6911 0.2168 -0.501
O -1.0080 -0.1895 -2.8132 -0.471
C 0.1198 0.4627 -0.7374 -0.276
C 0.0095 0.1245 1.8525 -0.729
C -0.0635 -0.5203 0.4504 0.595
C -0.1703 -0.4087 -1.9803 0.419
H 0.7076 0.9543 1.8195 0.238
H 0.4874 -1.3189 -2.0014 0.148
H 0.4070 -0.6340 2.5691 0.245
H -0.9869 0.4249 2.1571 0.255
```

Output
relative energy (zero: lowest compared OMol25 entry of this formula, charge and spin) = 9.3 kcal/mol
charge = 0
SMILES string = CC(=O)C(Cl)(Cl)C=O
maximum force = 1.79 eV/Å
HOMO = -10.1444 eV
HOMO-LUMO gap = 0.378 hartree
DFT total energy = -1225.65923 a.u.